Record 1
C2H7S2 | ωB97M-V/def2-TZVPD

```
11
Properties=species:S:1:pos:R:3:forces:R:3
S -0.897409 -0.436056 -0.754556 0.4 0.0 0.0
S 2.072206 1.492911 -0.730959 -0.1 0.2 0.1
C -1.694357 -1.326894 1.718800 0.0 -0.3 -0.4
C -0.552399 -0.609790 1.022375 -0.3 0.4 0.1
H -1.813326 -2.343388 1.330658 0.0 0.1 -0.1
H -1.508146 -1.433097 2.783124 -0.1 0.2 0.3
H 0.394194 -1.106289 1.197342 0.2 -0.1 -0.2
H -2.627497 -0.792239 1.529407 0.0 0.0 0.2
H 2.958898 0.858774 -1.502325 0.1 -0.1 -0.1
H 0.290771 0.299390 -0.968617 -0.2 -0.1 -0.1
H -0.459181 0.402173 1.422763 0.1 -0.1 0.0
```
Forces are in eV/Å.

- electronic energy (a.u.) = -876.80772
- largest force on an atom (eV/Å) = 0.54
- total charge = -1

Here are the Mulliken charges for atoms 1 to 8, given in e:
1. S -0.31
2. S -0.79
3. C -1.15
4. C -0.34
5. H 0.30
6. H 0.33
7. H 0.33
8. H 0.31

=====

Record 2
C2H7S2 | ωB97M-V/def2-TZVPD

```
11
Properties=species:S:1:pos:R:3:forces:R:3
S 0.761688 0.274654 1.935994 0.2 -0.1 -0.2
S -1.966639 0.041675 -1.717181 0.5 -1.0 0.1
C 2.433353 -0.093125 1.221532 -1.0 0.2 0.1
C -0.249546 -0.526856 -1.331639 0.2 0.4 -0.6
H 3.086413 0.648308 1.675332 0.6 -0.4 -0.1
H -0.139673 -1.609900 -1.358650 -0.4 0.0 -0.2
H -1.830309 1.167792 -1.058612 0.0 0.7 0.4
H 2.461031 0.036626 0.135583 -0.1 0.2 -0.1
H 0.129087 -0.205142 -0.351525 -0.6 0.2 0.1
H 0.352761 -0.070713 -2.117061 0.3 -0.3 0.1
H 2.701783 -1.137629 1.393764 0.3 0.2 0.3
```
Forces are in eV/Å.

- electronic energy (a.u.) = -876.77992
- largest force on an atom (eV/Å) = 1.12
- total charge = -1

Here are the Mulliken charges for atoms 1 to 8, given in e:
1. S -0.74
2. S -0.28
3. C -0.72
4. C -0.33
5. H 0.21
6. H 0.28
7. H 0.11
8. H 0.18

=====

Record 3
C2H8 | ωB97M-V/def2-TZVPD

```
10
Properties=species:S:1:pos:R:3:forces:R:3
C 7.510707 -8.002077 -3.202359 0.0 0.0 0.0
C 8.400658 -10.838475 -0.838390 0.0 0.0 0.0
H 8.327847 -7.300178 -3.425108 -0.3 -0.2 0.1
H 8.745687 -11.326077 0.085290 -0.1 0.2 -0.3
H 8.032487 -11.601296 -1.540209 0.1 0.3 0.2
H 6.665947 -7.453697 -2.760029 0.3 -0.2 -0.2
H 7.183717 -8.491016 -4.131888 0.1 0.2 0.3
H 9.236717 -10.290516 -1.297470 -0.3 -0.2 0.2
H 7.864927 -8.764297 -2.492739 -0.2 0.3 -0.3
H 7.588407 -10.135876 -0.600450 0.3 -0.3 -0.1
```
Forces are in eV/Å.

- electronic energy (a.u.) = -80.98154
- largest force on an atom (eV/Å) = 0.49
- total charge = 0

Here are the Mulliken charges for atoms 1 to 8, given in e:
1. C -0.53
2. C -0.96
3. H 0.24
4. H 0.27
5. H 0.23
6. H 0.23
7. H 0.22
8. H 0.21

=====

Record 4
C2H8 | ωB97M-V/def2-TZVPD

```
10
Properties=species:S:1:pos:R:3:forces:R:3
C -1.607230 -0.646541 -0.257309 -0.1 -0.1 0.0
C 1.607067 0.646440 0.257226 0.1 0.0 0.1
H -1.718669 -1.669475 -0.646149 0.0 0.4 0.1
H 0.722783 0.024010 0.458756 1.0 0.5 0.0
H -2.382730 -0.454938 0.498924 0.3 -0.1 -0.3
H 1.357352 1.403955 -0.500281 0.1 -0.3 0.3
H -1.713342 0.072995 -1.082547 0.1 -0.2 0.3
H 1.922381 1.146396 1.184919 -0.1 -0.2 -0.3
H -0.613223 -0.535095 0.200441 -1.0 -0.3 -0.3
H 2.425613 0.012254 -0.113980 -0.3 0.2 0.1
```
Forces are in eV/Å.

- electronic energy (a.u.) = -80.97310
- largest force on an atom (eV/Å) = 1.14
- total charge = 0

Here are the Mulliken charges for atoms 1 to 8, given in e:
1. C -0.78
2. C -0.84
3. H 0.26
4. H 0.08
5. H 0.26
6. H 0.23
7. H 0.23
8. H 0.27

=====

Record 5
C2H8AlN4O2 | ωB97M-V/def2-TZVPD

```
17
Properties=species:S:1:pos:R:3:forces:R:3
Al -6.989451 -5.970479 13.148290 -0.5 -0.6 0.1
O -9.470348 -7.136472 12.435116 0.2 0.3 0.4
O -6.857685 -7.886359 15.242541 -0.2 0.3 0.4
N -11.306074 -5.760907 12.031565 1.0 0.3 -0.4
N -11.331028 -7.985184 11.545461 0.3 -0.3 -0.8
N -5.902494 -9.953999 15.226237 0.8 0.8 0.1
N -7.094557 -9.257231 17.041991 -0.4 0.6 -0.1
C -6.555929 -8.949123 15.841568 -0.3 -1.1 -1.1
C -10.640953 -6.914309 11.981104 -0.5 0.0 0.0
H -5.766261 -10.875782 15.631987 -0.1 0.0 0.1
H -10.791788 -4.911015 12.230365 -0.2 0.0 0.2
H -5.341168 -9.727750 14.409938 -0.1 -0.2 0.0
H -12.286113 -7.912586 11.202503 -0.2 0.0 0.5
H -7.257801 -10.236199 17.265311 0.0 -0.1 0.2
H -7.716436 -8.583913 17.493381 0.3 0.0 0.2
H -12.199609 -5.633462 11.572023 -0.2 -0.1 0.2
H -10.889624 -8.890103 11.402446 0.2 0.1 0.1
```
Forces are in eV/Å.

- electronic energy (a.u.) = -691.64202
- largest force on an atom (eV/Å) = 1.59
- total charge = +3

Here are the Mulliken charges for atoms 1 to 8, given in e:
1. Al 1.31
2. O -0.46
3. O -0.44
4. N -0.29
5. N -0.23
6. N -0.24
7. N -0.23
8. C 0.65

=====

Record 6
C2H8AlOP2S | ωB97M-V/def2-TZVPD

```
15
Properties=species:S:1:pos:R:3:forces:R:3
S 2.960075 -0.469465 -2.481005 0.7 0.3 -0.2
P 1.280112 1.060216 1.598253 -2.7 1.0 3.6
P 1.461808 -1.315037 -1.510584 0.5 -0.7 -0.4
Al 0.205408 0.219916 -0.290565 -2.2 -0.2 -1.0
O 0.159121 1.169957 2.751546 2.6 -0.4 -2.5
C -2.831359 0.279815 -0.041700 1.7 -1.0 1.8
C -1.623796 -0.543039 0.368838 -2.3 -0.5 -2.1
H -1.713324 -1.525612 1.032801 0.1 3.3 0.4
H 2.411531 0.284268 2.047470 -0.1 0.6 -0.2
H 1.759198 2.432893 1.420326 0.4 -1.1 -0.1
H -0.107008 1.436070 -1.304458 0.2 -0.2 0.1
H 0.615725 -1.892462 -2.539540 0.3 -0.2 1.0
H -3.184196 1.107069 0.719887 -0.7 -2.6 -1.0
H 1.979539 -2.417877 -0.691715 -0.7 0.3 -0.7
H -3.372835 0.173289 -1.079554 2.2 1.4 1.4
```
Forces are in eV/Å.

- electronic energy (a.u.) = -1479.46254
- largest force on an atom (eV/Å) = 4.60
- total charge = -1

Here are the Mulliken charges for atoms 1 to 8, given in e:
1. S -0.54
2. P 0.28
3. P 0.02
4. Al 0.16
5. O -0.71
6. C -0.57
7. C -0.28
8. H 0.24

=====

Record 7
C2H8BN | ωB97M-V/def2-TZVPD

```
12
Properties=species:S:1:pos:R:3:forces:R:3
N -1.875446 -0.495701 0.039217 -1.6 -1.4 0.6
C 0.479596 0.648635 -0.194841 -1.4 3.2 2.5
C 1.332736 -0.523717 -0.190481 1.7 -4.2 -2.0
B -1.183520 0.654275 -0.168256 2.6 2.4 -1.1
H 0.954561 -1.548527 0.285653 0.5 2.4 -0.5
H 2.437901 -0.408133 0.138562 -2.0 0.0 -0.6
H -1.682543 1.772189 -0.546358 0.3 -1.6 0.8
H -2.914041 -0.473180 0.088457 1.4 -0.5 0.0
H 0.858958 1.448755 -0.937699 -0.4 -1.0 1.7
H 1.353386 -0.842315 -1.357455 0.3 0.5 2.3
H -1.393220 -1.383016 0.270361 -0.9 1.0 -0.2
H 0.705295 1.283846 1.524932 -0.6 -0.9 -3.5
```
Forces are in eV/Å.

- electronic energy (a.u.) = -160.51140
- largest force on an atom (eV/Å) = 4.90
- total charge = 0

Here are the Mulliken charges for atoms 1 to 8, given in e:
1. N -0.23
2. C -0.41
3. C -0.82
4. B 0.12
5. H 0.22
6. H 0.26
7. H -0.09
8. H 0.19

=====

Record 8
C2H8BN | ωB97M-V/def2-TZVPD

```
12
Properties=species:S:1:pos:R:3:forces:R:3
N 2.712433 0.698836 -0.120917 0.0 -0.4 0.6
C -1.736091 -0.867360 -0.348822 0.1 0.1 0.0
C -0.950913 0.417952 -0.134894 -0.1 -0.1 0.0
B 2.686349 0.230186 1.027104 0.0 0.7 -1.4
H -2.512029 -0.724553 -1.097532 -0.1 -0.1 0.0
H 2.641956 -0.122514 2.106174 0.0 -0.4 0.8
H -1.596283 1.200332 0.259686 0.0 0.1 0.0
H -1.077557 -1.662065 -0.688816 0.0 -0.2 -0.1
H 2.704722 0.991798 -1.066654 0.0 0.1 -0.1
H -0.133236 0.260258 0.563947 0.0 0.1 0.0
H -2.210569 -1.188833 0.575956 -0.1 -0.1 0.0
H -0.528781 0.765963 -1.075231 0.1 0.1 0.0
```
Forces are in eV/Å.

- electronic energy (a.u.) = -160.59194
- largest force on an atom (eV/Å) = 1.54
- total charge = 0

Here are the Mulliken charges for atoms 1 to 8, given in e:
1. N 0.21
2. C -0.89
3. C -0.58
4. B -0.48
5. H 0.28
6. H -0.02
7. H 0.29
8. H 0.29

=====

Record 9
C2H8BrNP | ωB97M-V/def2-TZVPD

```
13
Properties=species:S:1:pos:R:3:forces:R:3
Br 1.100682 4.090680 0.325814 0.2 0.2 0.5
P -0.587992 2.727229 -0.090927 1.2 0.2 -1.9
N 0.114513 -1.343991 0.377003 1.4 1.6 2.0
C 0.403844 1.098539 0.067664 1.7 0.6 0.9
C -0.551640 -0.063545 -0.093260 -1.4 1.2 1.5
H 0.723365 -1.626149 -0.406910 -0.4 -0.8 0.8
H 0.669479 -1.296882 1.340600 -1.1 0.4 -2.7
H -0.686535 -1.865378 0.619953 -0.7 -2.1 -0.3
H -1.012171 -0.312951 -1.064637 0.9 0.4 0.0
H 0.755060 1.233850 1.234785 -0.8 -0.7 -2.8
H 1.359651 0.944490 -0.584323 -1.7 0.7 1.1
H -1.490137 0.180858 0.527085 1.5 -0.8 -0.4
H -0.339385 3.041490 -1.533753 -0.7 -0.8 1.2
```
Forces are in eV/Å.

- electronic energy (a.u.) = -3050.83337
- largest force on an atom (eV/Å) = 3.00
- total charge = +1

Here are the Mulliken charges for atoms 1 to 8, given in e:
1. Br -0.13
2. P 0.04
3. N -0.29
4. C -0.58
5. C -0.75
6. H 0.37
7. H 0.39
8. H 0.34

=====

Record 10
C2H8Cl2NSi | ωB97M-V/def2-TZVPD

```
14
Properties=species:S:1:pos:R:3:forces:R:3
Cl 3.681202 -1.749957 -0.570297 -0.1 1.1 0.3
Cl 3.302681 1.732665 -0.333108 0.4 -0.1 -0.1
Si 2.761617 -0.098433 0.139829 -2.0 -1.1 0.2
N -1.278107 -0.351489 -0.263449 -0.8 -0.1 -0.6
C 1.147102 -0.347419 1.043802 1.6 -2.5 -1.2
C -2.145995 0.805860 -0.697996 -1.6 -4.0 0.6
H -2.235296 1.468709 0.086610 -0.4 1.3 1.7
H -3.140051 0.487652 -1.108273 0.6 0.1 0.8
H 1.165414 -1.467223 1.333980 0.0 1.8 0.0
H -1.724886 1.277460 -1.474833 2.0 1.7 -2.8
H -1.680315 -0.839687 0.548356 -0.2 0.1 -0.8
H -1.132830 -1.034253 -1.041623 -0.4 0.7 1.0
H 1.183761 0.327057 1.850144 -0.1 0.7 1.4
H 0.095706 -0.210945 0.486853 1.0 0.3 -0.6
```
Forces are in eV/Å.

- electronic energy (a.u.) = -1345.40285
- largest force on an atom (eV/Å) = 4.36
- total charge = +1

Here are the Mulliken charges for atoms 1 to 8, given in e:
1. Cl -0.06
2. Cl -0.04
3. Si 0.79
4. N -0.66
5. C -0.65
6. C -0.91
7. H 0.34
8. H 0.30

=====

no.,HOMO energy (eV)
1,-3.01
2,-2.36
3,-12.94
4,-12.30
5,-21.01
6,-3.48
7,-9.09
8,-10.86
9,-12.92
10,-13.33